[1]
Formula: C24H61FN2O19S6
Source: OMol25
Level of theory: the ωB97M-V functional and the def2-TZVPD basis

The SMILES is CC(C)=NNCCOCF.CCOS(C)(=O)=O.CCOS(C)(=O)=O.CCOS(C)(=O)=O.CCOS(C)(=O)=O.CCOS(C)(=O)=O.CCOS(C)(=O)=O. The largest force on an atom comes out at 0.1276 Eh/bohr. The calculation puts the HOMO-LUMO gap at 8.46 eV. The spin multiplicity is 1. The calculation puts the total energy at -135479.9359 eV.

XYZ file:
```
113
Properties=species:S:1:pos:R:3:lowdin_charge:R:1
S 2.7864 0.4220 8.5523 0.640
S -4.7385 5.4144 -4.4700 0.629
S -0.6838 1.9834 11.7759 0.627
S 5.0112 -7.8691 -0.9964 0.623
S -2.5616 -0.4000 -10.9529 0.624
S -1.0876 -0.5928 -5.7425 0.616
F 2.8697 -3.1228 2.0106 -0.118
O -3.7373 4.3940 -4.6936 -0.290
O 4.1210 0.8536 8.9097 -0.282
O -4.3859 6.7927 -4.2037 -0.283
O -1.6922 0.4384 -6.8496 -0.270
O -1.5487 -0.6822 -9.9581 -0.290
O -1.5295 0.9899 12.7518 -0.266
O -1.1694 1.8284 10.4212 -0.291
O 4.9710 -8.5354 0.2879 -0.290
O 5.0801 -6.2601 -0.7493 -0.268
O -0.5682 3.2799 12.4078 -0.290
O -3.2768 0.8573 -10.9869 -0.284
O 3.0004 -1.5626 3.9492 -0.192
O -1.9423 -0.6994 -12.4299 -0.266
O 1.7728 0.1519 9.5489 -0.304
O 4.0448 -8.1460 -2.0370 -0.289
O -2.1012 -0.8630 -4.7459 -0.298
O 0.2470 -0.1613 -5.3851 -0.294
O 2.1818 1.4533 7.4452 -0.260
O -5.7681 4.9048 -3.3147 -0.265
N 1.9653 -0.8499 0.1125 -0.052
N 2.1518 0.3925 0.6977 -0.166
C 0.5292 -1.4367 -1.9529 -0.060
C 1.6269 2.6815 7.8912 -0.269
C -2.2471 1.6666 -6.4036 -0.275
C 2.9763 0.1499 1.9693 -0.170
C 2.1503 -0.7038 3.1096 -0.173
C 0.2807 0.2748 -12.4589 -0.076
C 3.6487 -2.6358 3.1795 -0.128
C 3.4518 -5.7548 0.9784 -0.084
C 3.8763 -5.5633 -0.4654 -0.271
C -5.8897 5.3826 -5.8220 -0.122
C -1.1646 2.6763 -6.0717 -0.073
C -2.8103 1.4059 13.2011 -0.281
C 0.6840 -0.8045 -0.4234 -0.238
C -3.8624 1.2234 12.1235 -0.079
C 6.6418 -8.0588 -1.6743 -0.127
C -1.1220 0.2877 -13.0365 -0.279
C -0.5537 -0.1954 0.4662 -0.084
C 2.7093 3.6912 8.2231 -0.073
C -4.8699 5.6789 -1.1967 -0.077
C 2.9223 -0.9921 7.4864 -0.119
C -0.9517 -2.0069 -6.8084 -0.122
C 0.8778 1.1481 11.9095 -0.133
C -3.7456 -1.7237 -10.9370 -0.121
C -5.2371 4.4904 -2.0650 -0.279
H 2.8164 0.9026 0.0472 0.133
H -1.9515 -2.3051 -7.1295 0.073
H 3.3903 -1.7993 8.0532 0.078
H 3.0799 -5.8620 -1.1557 0.117
H 3.1515 -6.7905 1.1647 0.073
H 4.0731 -4.5002 -0.6413 0.126
H 4.6593 -2.1932 2.7406 0.141
H -6.2056 4.3518 -5.9934 0.075
H -2.7823 2.4417 13.5564 0.116
H -2.9150 1.5066 -5.5503 0.113
H -4.4824 -1.5486 -11.7232 0.075
H 0.2784 0.6064 -11.4160 0.071
H -0.3289 -1.7450 -7.6662 0.067
H 3.9966 -0.3336 1.6429 0.113
H 1.2250 1.2105 12.9426 0.079
H 0.7499 0.1077 11.6037 0.067
H -6.7441 6.0158 -5.5742 0.076
H 6.8143 -9.1228 -1.8481 0.076
H 2.6043 -5.1082 1.2220 0.065
H -4.2336 -1.7294 -9.9604 0.077
H 6.6989 -7.5110 -2.6168 0.074
H -4.8623 1.4167 12.5217 0.079
H -3.6922 1.9104 11.2890 0.071
H -5.7064 6.3813 -1.1258 0.086
H -1.6008 3.6568 -5.8616 0.061
H -3.0673 0.7773 14.0607 0.123
H 3.2081 1.2387 2.3980 0.128
H 4.2791 -5.5311 1.6594 0.082
H -1.0703 0.0485 -14.1042 0.124
H 3.5450 -0.7301 6.6286 0.068
H -3.8300 0.2075 11.7172 0.085
H -4.3801 3.8230 -2.2066 0.117
H -1.6162 -0.2961 -0.0638 0.084
H 0.6981 -0.7370 -12.4751 0.086
H -1.5770 1.2805 -12.9505 0.117
H -0.4837 -2.8142 -6.2415 0.076
H 0.9590 2.5214 8.7445 0.102
H -4.0230 6.2273 -1.6205 0.072
H 1.9225 -1.2903 7.1652 0.078
H 3.4191 3.7860 7.3951 0.085
H -3.2222 -2.6686 -11.0970 0.076
H -6.0182 3.9094 -1.5627 0.124
H -2.8598 2.0570 -7.2235 0.126
H 0.9384 0.9411 -13.0238 0.081
H 2.2732 4.6717 8.4331 0.083
H 1.6738 0.1129 3.8388 0.140
H -4.5918 5.3525 -0.1908 0.081
H 3.2799 3.3793 9.1032 0.070
H 7.3702 -7.6761 -0.9565 0.074
H -0.4549 2.7711 -6.8996 0.086
H 1.0142 3.0719 7.0713 0.127
H 1.5862 1.6468 11.2451 0.057
H 1.3486 -0.9013 -2.6259 0.090
H 1.2081 -1.2905 2.6707 0.118
H -5.3828 5.7715 -6.7073 0.077
H -0.4300 0.9457 0.7536 0.079
H -0.5537 -1.3085 -2.4009 0.071
H 3.8484 -3.5384 3.9069 0.151
H 0.7937 -2.5899 -1.8484 0.088
H -0.5765 -0.7865 1.5007 0.076
H -0.5941 2.3645 -5.1916 0.073
```

[2]
Formula: C24H62BClN5O10P2
Source: OMol25
Level of theory: the ωB97M-V functional and the def2-TZVPD basis

The largest force on an atom comes out at 0.0119 Eh/bohr. The calculation puts the HOMO-LUMO gap at 6.38 eV. The spin multiplicity is 1. The calculation puts the total energy at -85596.6790 eV. Its net charge is -1.

XYZ file:
```
105
Properties=species:S:1:pos:R:3:lowdin_charge:R:1
Cl -5.1618 -3.6452 2.4530 0.596
P -5.1549 -2.0791 -1.9932 0.613
P -1.9116 -1.5887 -1.3283 0.925
O 6.6685 -2.0493 4.9882 -0.195
O -3.7567 -2.9215 0.3458 -0.092
O 5.3711 0.1501 -2.7806 -0.193
O -4.1848 -0.6122 0.2300 -0.106
O 1.5842 -2.5317 -2.8247 -0.202
O -6.5984 -1.7677 -1.2555 -0.191
O -6.8066 3.0845 -0.6114 -0.177
O -5.1615 -0.7690 -3.0021 -0.235
O -3.7516 6.2657 -2.2899 -0.199
O 4.3692 0.7627 2.0565 -0.184
N -2.4806 -1.1284 3.2284 -0.126
N 5.0617 0.4199 5.0708 -0.053
N 4.1890 -1.9977 -1.1978 -0.048
N -5.2093 -3.3457 -2.9186 -0.198
N -3.8990 3.3666 -1.7184 -0.043
C 7.9416 -1.4677 5.1395 -0.126
C 5.3110 -2.1715 -2.1011 -0.219
C 6.1251 -0.8980 -2.1900 -0.222
C -1.8038 -3.1596 -2.2859 -0.339
C 2.5264 -3.4997 -2.4146 -0.222
C 4.5976 -0.8948 5.4826 -0.220
C -4.7819 -1.1393 1.3980 -0.206
C -2.0388 -0.4443 -2.7751 -0.333
C -2.9696 6.6278 -1.1762 -0.129
C 5.0640 1.2128 -1.8999 -0.109
C -2.7296 -2.3700 2.5217 -0.203
C -4.7061 2.1611 -1.5345 -0.191
C 3.4463 0.7809 3.1297 -0.222
C -1.8686 -0.0192 2.5064 -0.127
C 4.0469 1.2596 4.4456 -0.203
C 3.2729 -3.1283 -1.1365 -0.194
C -6.8834 4.4640 -0.8740 -0.123
C -4.0105 -2.4616 1.6147 -0.745
C -6.2160 2.2960 -1.6416 -0.201
C 5.7419 -1.7267 6.0186 -0.218
C -3.1801 5.2453 -3.1045 -0.220
C -3.9857 3.9671 -3.0352 -0.224
C 5.1229 -0.4248 1.9080 -0.098
C 2.0597 -1.5009 -3.6602 -0.100
B -3.7633 -1.7683 -0.6030 -0.980
H -4.3920 1.4131 -2.2687 0.095
H 6.0790 -0.3790 2.4406 0.076
H 5.8389 0.3064 4.4317 0.077
H 2.8747 -1.8534 -4.3031 0.086
H -3.5724 3.2632 -3.7659 0.126
H 5.9725 1.6422 -1.4628 0.089
H -2.5822 -3.3029 -3.0486 0.019
H 5.0131 -2.4550 -3.1224 0.106
H -2.5953 0.6101 1.9677 0.069
H -2.1523 5.0495 -2.7806 0.119
H -1.1981 -0.4155 1.7388 0.065
H 6.2542 -1.1823 6.8194 0.120
H 3.6776 -1.1662 -1.4679 0.084
H -5.0275 -1.1399 -3.8768 0.045
H -4.5713 -4.0628 -2.6009 -0.049
H 4.4848 2.2467 4.2767 0.117
H -3.4703 7.4652 -0.6916 0.084
H -1.9917 0.5926 -2.4098 0.023
H 4.4095 0.9058 -1.0770 0.078
H 3.2274 1.3914 5.1609 0.117
H -2.8617 5.8108 -0.4543 0.083
H 3.8410 -4.0050 -0.8035 0.116
H 5.3508 -2.6614 6.4289 0.121
H -1.8853 -3.9790 -1.5554 0.034
H -4.4653 1.7374 -0.5584 0.113
H 8.5698 -1.8624 4.3423 0.086
H -4.6711 -0.4304 2.2266 0.115
H 1.9518 -4.4054 -2.2023 0.123
H -1.2947 0.6081 3.1984 0.064
H 6.4532 -0.5942 -1.1897 0.108
H 4.5592 1.9769 -2.4882 0.088
H -0.8105 -3.2144 -2.7516 0.003
H 7.0145 -1.0748 -2.8017 0.119
H 2.6608 1.4829 2.8439 0.122
H -1.1696 -0.6076 -3.4295 0.012
H -5.0134 4.1949 -3.3582 0.107
H -6.6405 1.2943 -1.5509 0.115
H -2.9504 -0.5530 -3.3706 0.009
H 2.5231 -2.9201 -0.3691 0.123
H 2.9768 -0.2047 3.2310 0.114
H 4.5694 -1.3013 2.2589 0.091
H 3.2104 -3.7301 -3.2425 0.109
H 4.1113 -1.4638 4.6783 0.109
H 1.2282 -1.1799 -4.2886 0.082
H -4.1537 4.0551 -1.0215 0.076
H -7.7357 4.8618 -0.3205 0.082
H 5.3071 -0.5570 0.8432 0.051
H 5.9566 -2.9708 -1.7205 0.123
H -5.8554 -1.3611 1.2745 0.097
H -2.7966 -3.1625 3.2784 0.083
H -3.1567 5.6120 -4.1344 0.117
H -7.0361 4.6617 -1.9413 0.084
H -1.9639 6.9443 -1.4769 0.084
H -3.3191 -0.8233 3.6999 0.091
H 2.4171 -0.6316 -3.0998 0.078
H -6.4543 -1.2609 -0.4558 0.014
H -5.9876 5.0128 -0.5623 0.071
H 3.8578 -0.7721 6.2805 0.125
H -6.5282 2.6937 -2.6161 0.112
H 7.9170 -0.3744 5.0643 0.082
H -1.8815 -2.5998 1.8655 0.119
H 8.3907 -1.7283 6.1049 0.085
```

[3]
Formula: C24H62F6KN3O28S8
Source: OMol25
Level of theory: the ωB97M-V functional and the def2-TZVPD basis

The largest force on an atom comes out at 0.1386 Eh/bohr. The calculation puts the HOMO-LUMO gap at 8.89 eV. The spin multiplicity is 1. The calculation puts the total energy at -206993.5109 eV.

XYZ file:
```
132
Properties=species:S:1:pos:R:3:lowdin_charge:R:1
K 19.4567 -15.0819 -26.2147 0.859
S 19.8603 -18.9118 -27.7073 0.653
S 22.7292 -13.9016 -28.6250 0.580
S 18.8755 -8.6815 -28.8232 0.696
S 18.2880 -7.0325 -21.9282 0.646
S 17.1402 -14.3267 -29.7951 0.713
S 24.9259 -13.7423 -33.4117 0.712
S 28.2381 -13.0198 -26.7514 0.661
S 21.3261 -11.9361 -28.0670 0.720
F 23.9933 -16.1049 -29.1535 0.150
F 18.8215 -11.7837 -27.1520 0.131
F 20.3544 -12.1886 -25.5988 0.115
F 21.8657 -16.4438 -29.1513 0.114
F 22.9449 -16.1682 -27.2311 0.156
F 20.0877 -10.1951 -26.3721 0.089
O 14.4547 -10.8872 -28.7709 0.089
O 18.3782 -5.8818 -22.8278 -0.286
O 24.0474 -13.4351 -28.1399 -0.299
O 24.5461 -13.1231 -34.7362 -0.337
O 22.4650 -13.7332 -30.0651 -0.300
O 20.6419 -11.7828 -29.3581 -0.299
O 18.6055 -7.3954 -29.9000 -0.282
O 21.1093 -19.2650 -28.3183 -0.261
O 17.8682 -14.9060 -31.2045 -0.273
O 18.6508 -18.6500 -28.8796 -0.244
O 22.4444 -11.0400 -27.7827 -0.273
O 19.0964 -7.0916 -20.7441 -0.280
O 19.7698 -17.8085 -26.7804 -0.366
O 26.2409 -14.3337 -33.2296 -0.310
O 18.4553 -8.4042 -22.8553 -0.274
O 23.5357 -6.6850 -29.8484 0.026
O 13.7567 -9.9044 -26.9475 0.065
O 20.3194 -8.9021 -28.8652 -0.298
O 29.3024 -12.3618 -25.9783 -0.317
O 17.8672 -9.6846 -29.1859 -0.300
O 28.6329 -12.8004 -28.3143 -0.257
O 20.2174 -10.6596 -32.1400 -0.107
O 18.1163 -14.3041 -28.6731 -0.375
O 22.1501 -14.3959 -25.2078 -0.209
O 24.7805 -12.6240 -32.1915 -0.256
O 15.8682 -15.0211 -29.7885 -0.281
O 27.9419 -14.4202 -26.5548 -0.295
O 25.0406 -6.0369 -28.2783 0.064
N 24.2037 -6.7830 -28.7692 -0.407
N 21.5901 -13.6026 -27.6387 -0.328
N 14.5213 -10.5773 -27.6219 -0.433
C 19.3150 -10.5018 -23.1526 -0.055
C 28.4532 -13.5607 -30.5844 -0.044
C 18.9658 -5.2112 -30.8188 -0.045
C 19.1311 -18.1100 -30.1200 -0.294
C 19.1569 -20.3668 -27.0376 -0.114
C 22.8717 -15.8205 -28.5020 -0.631
C 15.6559 -11.1501 -26.7942 0.048
C 23.9417 -7.9556 -27.9044 0.032
C 18.4238 -9.6326 -22.1938 -0.284
C 19.2009 -14.3284 -33.0134 -0.048
C 23.6518 -11.7567 -32.1847 -0.285
C 23.8950 -10.7424 -31.0449 -0.041
C 18.4370 -7.8909 -27.1882 -0.074
C 20.0411 -11.5245 -26.7084 -0.611
C 19.0409 -9.9774 -32.3302 -0.165
C 23.2548 -13.7576 -24.6376 -0.138
C 18.0617 -18.4135 -31.1152 -0.061
C 19.3711 -6.2098 -29.7149 -0.285
C 16.6040 -7.2228 -21.3656 -0.121
C 19.1730 -14.4051 -31.5273 -0.293
C 23.6586 -15.0584 -33.1018 -0.093
C 26.7189 -11.9473 -26.5192 -0.082
C 27.7349 -13.2233 -29.2889 -0.307
C 16.7813 -12.6366 -30.3902 -0.090
H 18.1980 -20.0260 -26.6470 0.077
H 22.7379 -12.3365 -32.0561 0.089
H 18.2466 -10.6811 -32.0815 0.062
H 16.4500 -6.3470 -20.7351 0.077
H 18.9562 -15.2895 -33.4657 0.082
H 19.3209 -13.4628 -30.9997 0.090
H 16.4766 -8.1072 -20.7413 0.070
H 23.8600 -11.2992 -30.1085 0.049
H 20.3332 -10.1155 -23.1976 0.089
H 20.1336 -14.0366 -33.4960 0.085
H 19.3507 -7.4106 -26.8381 0.075
H 16.6098 -10.7333 -27.1173 0.059
H 17.5666 -7.2718 -27.4053 0.081
H 18.8754 -9.5208 -33.3060 0.091
H 27.8278 -13.8546 -31.4274 0.052
H 19.0693 -21.0405 -27.8900 0.085
H 24.0766 -15.6968 -32.3235 0.062
H 18.3553 -8.7742 -26.5548 0.036
H 23.4687 -15.6303 -34.0101 0.068
H 28.9705 -12.6840 -30.9740 0.084
H 25.9003 -12.5795 -26.8631 0.026
H 19.3177 -17.0370 -30.0764 0.094
H 24.1295 -14.1686 -25.1416 0.090
H 24.9005 -10.3421 -31.1754 0.083
H 18.2511 -17.9666 -32.0912 0.085
H 26.6447 -11.6826 -25.4644 0.066
H 19.1255 -5.8304 -28.7231 0.104
H 23.5404 -11.1383 -33.0754 0.119
H 23.1363 -12.6805 -24.7558 0.081
H 26.8334 -11.0952 -27.1891 0.063
H 20.3455 -10.9569 -31.2362 0.032
H 17.8241 -19.4764 -31.1595 0.088
H 21.9968 -13.9629 -26.0508 -0.061
H 19.7908 -20.7316 -26.2294 0.087
H 23.3839 -7.6572 -27.0168 0.105
H 16.1066 -12.1924 -29.6583 0.038
H 19.9833 -15.0343 -31.1589 0.108
H 24.8786 -8.4652 -27.6792 0.103
H 19.6347 -4.3564 -30.7189 0.081
H 19.1319 -5.6833 -31.7871 0.082
H 29.0965 -14.4272 -30.4316 0.084
H 19.3156 -11.5894 -23.0804 0.074
H 16.0018 -7.2410 -22.2740 0.076
H 17.3963 -9.9941 -22.1539 0.115
H 17.7064 -12.0629 -30.4468 0.033
H 20.1269 -18.4630 -30.3882 0.115
H 16.4587 -12.4843 -31.4202 0.090
H 17.9350 -4.8937 -30.6612 0.079
H 22.7157 -14.5805 -32.8359 0.039
H 18.3980 -13.6342 -33.2616 0.084
H 15.6010 -12.2304 -26.9283 0.100
H 18.9737 -10.3248 -24.1725 0.043
H 15.5468 -10.8599 -25.7492 0.093
H 27.0470 -12.3918 -29.4426 0.116
H 23.2410 -8.4851 -28.5500 0.071
H 20.4393 -6.4243 -29.7485 0.111
H 23.2587 -13.8396 -23.5507 0.084
H 27.2049 -14.0854 -28.8841 0.114
H 23.1646 -9.9353 -31.1012 0.082
H 17.1559 -17.8613 -30.8648 0.078
H 19.0246 -9.1483 -31.6228 0.053
H 18.8901 -9.7250 -21.2130 0.122
```